Record 1
Here is a structure of composition C10H20N2SiV in a non-equilibrium geometry from the OMol25 dataset. Energies are from ωB97M-V/def2-TZVPD.

As for the expectation value of S²: 3.77. For the gap between HOMO and LUMO (alpha / beta), the calculation gives 7.341 / 8.077 eV. As for the HOMO energy (alpha / beta): -6.83 / -7.89 eV. For the energy, the calculation gives -47238.77190 eV.

Geometry as ORCA input:
```
! RIJCOSX wB97M-V def2-TZVPD def2/J DEFGRID3
* xyz 0 4
V -1.29 0.55 1.28
Si 0.00 1.75 3.77
N -0.29 0.32 2.81
N -0.43 -1.37 1.44
C 1.57 1.56 4.68
C 0.99 0.39 -2.19
C 0.03 -3.64 2.07
C 0.24 -3.27 3.40
C -0.25 -2.68 1.09
C 0.25 -1.91 3.72
C -0.42 -3.06 -0.36
C 0.05 3.21 2.55
C -0.12 -1.03 2.73
C -1.49 1.78 4.88
H -1.69 0.75 5.18
H 0.87 3.10 1.83
H 0.44 -1.48 4.71
H -2.35 2.17 4.32
H 0.41 0.37 -3.10
H 1.68 -0.45 -2.12
H 0.46 -4.01 4.18
H 1.46 2.13 5.60
H 0.22 4.16 3.09
H -1.27 2.40 5.76
H -0.90 3.33 1.99
H 0.08 -4.68 1.77
H 2.40 1.96 4.09
H 1.76 0.52 4.92
H -1.37 -2.69 -0.77
H -2.67 0.11 0.84
H -0.38 -4.15 -0.47
H 0.40 -2.64 -0.97
H 0.33 0.45 -1.33
H 1.52 1.34 -2.18
*
```

Record 2
Here is an isolated molecule of C4H6N2O in a non-equilibrium geometry from the OMol25 dataset. Energies are from ωB97M-V/def2-TZVPD.

For the gap between HOMO and LUMO, the calculation gives 8.276 eV. As for the HOMO energy: -7.56 eV. Its SMILES is Nc1c[nH]c(O)c1. For the energy, the calculation gives -9270.78803 eV.

Geometry as ORCA input:
```
! RIJCOSX wB97M-V def2-TZVPD def2/J DEFGRID3
* xyz 0 1
O 2.25 0.24 0.96
N -2.08 0.65 -0.38
N 1.05 -1.10 -0.38
C -0.33 -1.09 -0.28
C 0.41 1.05 -0.39
C -0.74 0.23 -0.37
C 1.46 0.19 -0.18
H 0.46 2.13 -0.30
H 1.66 -1.83 -0.05
H 1.55 -0.16 1.53
H -0.90 -2.00 -0.26
H -2.18 1.59 -0.03
H -2.65 0.03 0.17
*
```

Record 3
Here is a cluster of 8 separate species, C55H98NO23 in total in a non-equilibrium geometry from the OMol25 dataset. Energies are from ωB97M-V/def2-TZVPD.

For the gap between HOMO and LUMO, the calculation gives 10.415 eV. As for the HOMO energy: -11.88 eV. For the energy, the calculation gives -107202.25010 eV.

Geometry as ORCA input:
```
! RIJCOSX wB97M-V def2-TZVPD def2/J DEFGRID3
* xyz 1 1
O 6.31 -5.39 7.25
O -8.70 4.75 -1.80
O 5.10 5.72 -0.17
O -1.97 2.93 3.42
O -1.52 -6.69 7.52
O -3.95 2.74 2.42
O -7.63 5.00 0.17
O -0.39 -6.54 9.46
O -6.61 5.59 -1.71
O -4.99 -2.51 -3.44
O 0.57 -5.85 7.58
O 6.08 -5.91 5.07
O 6.00 3.65 -0.03
O 1.16 -2.61 -6.00
O 7.18 -4.06 5.65
O 6.73 5.33 1.29
O -5.06 -2.68 4.62
O -0.33 -3.25 -4.44
O -2.36 4.03 1.50
O -3.49 -1.33 3.73
O -0.79 -3.45 -6.65
O -3.85 -0.22 -3.82
O -3.09 -2.48 5.62
N -2.88 1.45 -2.37
C -0.02 -3.12 -5.58
C 2.20 -3.03 0.11
C -0.54 -6.39 8.12
C -4.30 -0.20 -1.41
C -2.36 3.46 -3.65
C -2.20 -0.84 -2.35
C 3.96 2.35 -2.01
C -3.45 2.58 -3.16
C 4.86 0.38 -3.23
C -5.78 6.09 -0.64
C -3.42 0.05 -2.57
C 1.58 -0.70 0.72
C -3.93 -3.23 6.55
C -5.00 -3.74 5.60
C 1.44 -5.40 8.65
C 3.65 1.05 -2.66
C 2.92 -2.78 -3.02
C 5.95 4.78 0.33
C 6.50 -5.15 6.11
C 4.91 8.15 -0.12
C -3.85 -2.09 4.58
C 1.29 -2.83 -7.42
C 6.26 -5.14 3.86
C -3.64 0.47 -0.22
C -3.89 1.70 3.43
C -6.56 -2.03 -5.16
C -0.28 4.65 -3.10
C 6.57 6.75 1.23
C -7.75 5.08 -1.18
C -2.07 1.17 5.12
C 1.75 -2.26 -2.26
C -6.25 5.21 0.51
C 3.59 -1.68 -3.79
C 0.89 4.52 -2.18
C -3.14 -4.29 7.27
C 7.46 -2.91 3.53
C 2.89 -5.49 8.27
C -2.72 3.30 2.38
C -0.18 -2.88 -7.82
C 4.78 -1.09 -3.08
C -4.32 5.95 -0.98
C 7.42 -4.23 4.24
C 1.34 -3.11 -1.11
C -1.27 -0.90 -3.51
C 2.73 3.04 -1.58
C -5.24 -0.20 -4.12
C 5.17 6.89 0.67
C 1.90 3.58 -2.69
C -1.33 3.74 -2.64
C -2.90 1.67 -0.90
C -2.83 2.23 4.37
C -5.94 -1.55 -3.91
C 2.10 -1.74 -8.08
C 1.00 -6.34 9.76
C 2.68 -1.67 0.48
H -1.73 -1.26 -4.38
H 8.37 -4.75 4.12
H 1.37 -4.11 -1.45
H 1.35 5.46 -2.03
H -3.99 2.19 -3.97
H -0.63 5.64 -3.14
H 3.11 -1.72 -7.67
H -4.59 -2.93 -4.22
H 4.99 9.02 0.52
H -5.29 0.16 -1.48
H -1.93 3.06 -4.53
H 2.92 1.24 -3.41
H -2.34 -3.83 7.85
H 6.70 7.19 2.21
H 0.33 -2.91 -0.87
H -5.75 4.24 0.53
H -0.78 0.02 -3.68
H 1.65 -0.77 -7.89
H -2.81 4.38 -3.92
H -2.52 -1.81 -2.12
H -1.64 -0.50 -1.52
H -5.75 0.59 -3.62
H -1.77 4.12 -1.74
H -1.26 1.62 5.70
H 8.27 -2.29 3.92
H 1.61 -3.37 0.93
H 1.76 -3.80 -7.57
H 1.96 0.12 1.27
H 0.00 4.36 -4.09
H 0.55 4.21 -1.23
H -4.69 -4.66 5.09
H -2.91 -0.13 0.25
H 4.71 -1.32 -2.05
H 7.62 -3.05 2.46
H -3.61 0.77 2.96
H 0.93 -2.25 -2.94
H 3.26 0.39 -1.93
H 3.91 8.12 -0.55
H -7.55 -1.68 -5.26
H 2.14 2.32 -1.07
H -3.43 2.52 -0.59
H 6.53 -2.36 3.68
H 2.85 -0.95 -3.95
H -4.37 0.83 0.42
H -4.38 -1.25 -1.28
H -3.70 6.29 -0.16
H -1.89 1.37 -2.58
H -5.99 -1.75 -6.01
H 1.38 2.79 -3.18
H -3.24 2.97 5.05
H -6.65 -1.47 -3.13
H 2.97 3.83 -0.91
H -5.96 -3.89 6.07
H 2.16 -1.91 -9.15
H -6.60 -3.08 -5.14
H 4.51 2.13 -1.14
H -6.04 7.13 -0.46
H 1.90 -1.25 -1.99
H -0.82 2.82 -2.38
H -2.68 -4.97 6.56
H 6.47 -5.79 3.02
H 3.25 -1.74 1.36
H -0.49 -1.57 -3.26
H 3.61 -3.27 -2.38
H 1.51 -7.30 9.72
H -4.09 4.91 -1.20
H -1.91 1.80 -0.57
H 3.31 -1.30 -0.29
H -1.62 0.46 4.44
H 4.61 2.94 -2.61
H -5.29 0.03 -5.15
H 5.34 -4.57 3.67
H 1.17 -4.37 8.89
H 1.21 -0.30 -0.18
H 0.80 -1.12 1.30
H 5.62 8.24 -0.94
H 7.33 7.16 0.55
H -4.86 1.58 3.91
H 2.49 4.06 -3.43
H -2.73 0.64 5.80
H 3.11 -4.85 7.42
H 3.16 -6.51 7.99
H -0.37 -3.50 -8.69
H 3.01 -3.69 0.04
H 4.43 6.78 1.47
H 5.70 0.73 -2.69
H 3.52 -5.18 9.10
H 3.88 -2.08 -4.73
H 2.52 -3.47 -3.71
H -4.08 6.53 -1.87
H -3.78 -4.86 7.93
H -4.14 3.11 -2.59
H 1.11 -5.92 10.76
H 5.66 -1.54 -3.47
H -4.36 -2.51 7.25
H -0.60 -1.89 -7.98
H -6.16 5.68 1.48
H 5.05 0.66 -4.24
*
```

Record 4
Here is a cluster of 3 separate species, C26H36N3O4P in total from the OMol25 dataset. Energies are from ωB97M-V/def2-TZVPD.

For the gap between HOMO and LUMO, the calculation gives 9.032 eV. As for the HOMO energy: -9.01 eV. Its SMILES is CC(C)C[C@H](C)CO[C@@](C#N)(CCC(N)=O)[C@H](C#N)P(O)O.c1ccccc1.c1ccccc1. For the energy, the calculation gives -49494.74993 eV.

Geometry as ORCA input:
```
! RIJCOSX wB97M-V def2-TZVPD def2/J DEFGRID3
* xyz 0 1
P 0.67 0.63 4.91
O 3.34 -0.69 1.99
O 0.59 -0.77 5.73
O 1.97 3.52 0.47
O -0.89 0.92 4.52
N 3.82 -0.90 5.30
N 3.66 4.35 1.82
N -0.06 1.29 1.40
C 1.16 2.45 -4.81
C 0.52 0.69 2.19
C -0.62 -2.05 0.02
C -5.65 0.47 -2.82
C -1.73 -2.43 1.03
C -7.02 -1.50 -2.76
C 3.40 1.90 1.42
C 3.23 1.51 2.91
C -6.72 -0.26 -3.31
C 0.73 -2.78 0.29
C 2.77 0.02 3.07
C -4.88 -0.03 -1.78
C -0.06 2.36 -2.31
C 1.23 -0.07 3.20
C -0.06 1.79 -4.65
C -0.67 1.75 -3.41
C 2.93 3.31 1.17
C -1.10 -2.25 -1.41
C 1.92 -1.80 0.35
C 1.15 3.02 -2.47
C 3.38 -0.52 4.31
C -6.25 -2.00 -1.72
C 2.85 -1.95 -0.88
C 1.76 3.06 -3.72
C 2.78 -1.95 1.61
C -5.18 -1.27 -1.23
H -1.36 -3.07 1.84
H 4.46 1.86 1.16
H -7.86 -2.07 -3.14
H 2.52 2.18 3.38
H 3.63 -2.59 1.38
H 3.11 -3.00 -1.04
H 4.17 1.63 3.45
H 2.80 1.28 0.77
H 1.61 3.49 -1.61
H 0.86 -1.10 3.16
H 1.57 -0.77 0.29
H -7.32 0.13 -4.12
H -1.61 1.24 -3.29
H 2.71 3.57 -3.84
H 4.47 4.59 1.25
H -4.04 0.54 -1.40
H 0.90 -3.45 -0.55
H 1.64 2.48 -5.78
H -1.41 0.11 4.41
H 2.26 -2.44 2.44
H -0.53 1.32 -5.50
H -5.42 1.44 -3.24
H -0.53 2.32 -1.34
H -1.61 -3.20 -1.57
H 3.77 -1.39 -0.69
H -4.58 -1.66 -0.42
H -2.57 -2.94 0.56
H -2.13 -1.53 1.51
H -0.45 -0.98 0.15
H 0.43 -1.57 5.21
H 2.41 -1.51 -1.77
H -0.29 -2.12 -2.14
H 0.67 -3.35 1.21
H -6.49 -2.97 -1.29
H -1.83 -1.47 -1.64
H 3.05 5.17 1.79
*
```

Record 5
Here is a structure of composition C31H63Cl3N2O6P2S2Si2Ti in a non-equilibrium geometry from the OMol25 dataset. Energies are from ωB97M-V/def2-TZVPD.

As for the expectation value of S²: 0.76. For the gap between HOMO and LUMO (alpha / beta), the calculation gives 6.374 / 6.201 eV. As for the HOMO energy (alpha / beta): -9.36 / -9.19 eV. For the energy, the calculation gives -165125.08156 eV.

Geometry as ORCA input:
```
! RIJCOSX wB97M-V def2-TZVPD def2/J DEFGRID3
* xyz 1 2
Ti -0.88 -0.56 -0.91
Cl 2.24 -6.25 -0.33
Cl 4.95 -6.94 -2.05
Cl -1.09 -1.26 -3.04
S -2.79 -4.55 -0.05
S 0.05 -1.28 3.50
P 2.54 -1.22 -0.13
P 1.39 1.46 0.50
Si -2.85 1.22 -1.04
Si 2.99 -6.25 -2.29
O 3.28 -2.41 0.57
O 0.08 0.80 0.25
O 1.77 2.31 -0.73
O 1.46 2.52 1.64
O 3.41 -0.77 -1.36
O 1.13 -1.62 -0.48
N -0.59 -3.84 -1.32
N -1.58 -2.26 0.12
C 1.82 4.75 -0.87
C -4.40 0.43 -3.40
C 5.47 -3.20 0.18
C -3.49 1.84 0.74
C 4.79 -2.63 2.48
C -3.04 3.60 -2.68
C 3.52 3.44 -2.11
C -5.78 1.30 -1.61
C 0.19 -2.98 3.14
C -4.68 -3.32 1.82
C 0.29 -1.35 5.21
C -4.89 -2.21 2.67
C 2.69 3.55 -0.85
C 3.33 -1.29 -2.77
C -4.01 -1.13 2.69
C -2.91 -1.14 1.87
C -4.59 -0.87 -1.27
C -2.03 2.80 -1.86
C 2.14 3.34 3.68
C 4.67 -2.30 1.04
C -1.53 -3.42 -0.48
C 1.18 2.46 3.04
C -3.52 -3.33 1.02
C -0.88 2.32 -2.88
C -2.71 -2.20 1.01
C 3.29 -2.82 -2.88
C -1.43 3.73 -0.80
C -4.50 0.55 -1.88
C 2.62 0.20 0.95
C 2.27 -0.42 -3.41
C -0.27 2.77 3.32
H 2.15 3.28 4.80
H 3.12 3.09 3.32
H -5.42 -1.39 -1.75
H -0.16 -3.09 2.11
H 0.04 1.97 -2.40
H 4.03 -2.06 3.10
H 6.51 -3.02 0.46
H -4.20 1.05 0.99
H -2.14 -0.29 1.92
H -0.79 -4.61 -1.91
H -3.19 3.06 -3.60
H 5.35 -3.08 -0.89
H 3.58 0.68 0.91
H 2.52 -0.08 2.02
H -5.98 1.55 -0.58
H 1.36 4.98 0.10
H -0.56 3.07 -3.57
H 1.09 4.65 -1.66
H -0.52 3.79 2.94
H 1.23 -3.38 3.24
H -0.93 2.08 2.77
H 2.48 -3.26 -2.22
H -0.66 3.20 -0.16
H 5.81 -2.37 2.79
H 4.60 -3.71 2.65
H -2.21 4.22 -0.23
H -0.37 2.71 4.39
H 1.27 -1.70 5.54
H 0.17 -0.40 5.59
H -5.01 -0.36 -3.83
H -0.44 -3.59 3.80
H 0.21 -3.18 -1.41
H -4.66 1.38 -3.92
H 4.29 -0.93 -3.16
H -0.87 4.48 -1.31
H -4.21 -0.31 3.41
H -0.51 -1.97 5.75
H -3.41 0.16 -3.69
H 3.15 -3.21 -3.86
H -4.74 -0.90 -0.14
H 5.00 -1.27 0.93
H -3.75 -1.53 -1.49
H 2.41 5.64 -1.12
H 4.12 4.28 -2.12
H -6.58 0.70 -2.09
H -4.02 2.85 0.54
H -5.32 -4.19 1.91
H 1.99 -0.80 -4.40
H 2.04 4.39 3.37
H 1.47 1.48 3.43
H 1.31 -0.40 -2.89
H -5.76 2.34 -1.98
H 4.22 2.55 -2.06
H 2.89 3.46 -3.03
H 5.27 -4.22 0.44
H 4.15 -3.26 -2.44
H -5.75 -2.23 3.31
H 3.35 3.55 0.02
H -3.98 3.83 -2.12
H 2.55 0.65 -3.41
H -1.38 1.50 -3.50
H -2.67 4.62 -2.96
H -2.64 1.98 1.41
*
```

Record 6
Here is an isolated molecule of C6H7N in a non-equilibrium geometry from the OMol25 dataset. Energies are from ωB97M-V/def2-TZVPD.

For the gap between HOMO and LUMO, the calculation gives 8.551 eV. As for the HOMO energy: -7.66 eV. Its SMILES is C=Cc1ccc[nH]1. For the energy, the calculation gives -7823.72694 eV.

Geometry as ORCA input:
```
! RIJCOSX wB97M-V def2-TZVPD def2/J DEFGRID3
* xyz 0 1
N 0.46 0.61 -0.63
C 1.77 -0.85 1.44
C -0.26 -0.28 0.18
C -1.67 0.73 -1.19
C -1.63 -0.17 -0.20
C 0.46 -0.86 1.24
C -0.40 1.14 -1.63
H 1.57 0.50 -0.70
H 2.35 -1.20 2.31
H -2.32 -0.77 0.39
H -2.55 1.09 -1.59
H -0.18 1.93 -2.29
H 2.55 -0.42 0.76
H -0.15 -1.46 1.92
*
```

Q: The highest energy belongs to which entry?
A: C6H7N